This record from the OMol25 dataset describes a structure of composition C18H50BCl2N16O36S2 in a non-equilibrium geometry. The level of theory is ωB97M-V/def2-TZVPD.

```
125
Properties=species:S:1:pos:R:3:forces:R:3:lowdin_charge:R:1
C 2.91292 -1.17417 -2.90964 -0.1 0.0 0.1 -0.126
C 1.59361 -0.57526 -2.45380 -0.8 1.3 -1.0 -0.715
Cl 0.89846 -1.35767 -1.07104 0.2 0.3 -0.3 0.786
C 0.96751 0.47535 -3.08251 1.2 -1.4 1.0 -0.718
Cl 1.69915 1.13174 -4.51933 0.0 -0.2 0.3 0.725
S -0.55717 1.35426 -2.68842 -0.4 1.0 -0.5 0.494
O -0.25403 2.72527 -3.11357 -0.4 -1.2 0.3 -0.384
O -1.60488 0.65431 -3.45661 0.7 0.4 0.7 -0.346
N -0.76783 1.30787 -1.11242 -0.3 -0.5 -0.6 -0.338
S -2.28605 1.01317 -0.61675 -0.4 0.9 1.1 0.608
O -3.25493 1.91610 -1.25652 0.8 -0.8 0.5 -0.346
O -2.26323 1.02544 0.86025 0.1 0.0 -1.2 -0.363
B -2.74800 -0.75680 -1.10466 -0.4 -0.9 -0.7 -0.658
O -3.74809 -0.88292 -2.06174 1.2 -0.5 0.3 0.103
O -2.13011 -1.84080 -0.51100 -0.3 1.1 -0.5 0.106
H 3.07233 -2.14102 -2.41028 -0.1 0.4 -0.2 0.070
H 2.93794 -1.31509 -4.00099 0.0 0.1 0.4 0.074
H 3.75482 -0.52153 -2.62612 -0.3 -0.1 -0.1 0.073
H -3.52057 -0.36420 -2.85381 -0.2 0.3 0.3 0.094
H -1.86148 -2.48511 -1.18287 -0.3 -0.1 0.3 0.100
C 1.54056 3.09410 0.14755 0.0 0.1 0.1 0.042
N 2.89071 2.79691 -0.40147 -0.1 0.0 0.2 -0.422
O 3.03277 2.85590 -1.60624 0.1 0.0 -0.2 0.041
O 3.77542 2.51354 0.38296 -0.1 0.0 -0.1 0.059
H 0.87842 3.32227 -0.67752 0.0 -0.1 0.0 0.069
H 1.20427 2.20851 0.67740 0.0 0.0 0.0 0.101
H 1.65354 3.93748 0.82464 0.0 -0.1 0.0 0.083
C 0.44855 -4.98816 2.41308 0.3 0.0 -0.1 0.012
N 0.70030 -4.08741 1.25655 0.1 0.0 0.0 -0.425
O 0.21023 -4.38726 0.18437 0.0 0.0 0.0 0.038
O 1.37770 -3.10240 1.46597 -0.1 -0.2 0.0 0.039
H -0.16123 -5.81487 2.07404 -0.1 0.1 0.0 0.068
H 1.41448 -5.32873 2.77402 0.0 0.1 0.0 0.096
H -0.06206 -4.40399 3.16266 0.0 0.0 0.1 0.078
C 1.38962 5.49762 -2.77018 0.0 -0.2 -0.2 0.048
N 2.10657 6.43108 -3.67637 -0.1 -0.1 -0.2 -0.423
O 2.37939 6.06482 -4.80077 0.0 0.1 0.2 0.079
O 2.38644 7.53196 -3.23049 0.1 0.2 0.1 0.022
H 1.19945 4.57346 -3.29986 0.0 -0.1 0.0 0.073
H 2.02969 5.34051 -1.90741 -0.1 0.1 -0.1 0.063
H 0.46399 5.98120 -2.47337 0.0 0.1 0.0 0.114
C -3.66314 -6.26010 4.47322 -0.1 -0.2 -0.1 0.043
N -2.37213 -5.69376 4.00881 -0.1 0.0 0.1 -0.415
O -2.37580 -4.63784 3.41144 -0.1 -0.1 0.1 0.077
O -1.37011 -6.34382 4.26664 -0.1 0.0 0.0 0.034
H -4.46426 -5.59729 4.18487 0.0 0.1 0.0 0.080
H -3.75392 -7.23532 4.00240 0.0 0.0 0.2 0.069
H -3.59541 -6.34393 5.55415 0.0 0.0 0.0 0.095
C 5.19198 7.97996 -4.44289 0.0 -0.1 0.0 0.030
N 6.66368 7.92252 -4.63503 0.1 0.1 -0.1 -0.462
O 7.33875 7.50482 -3.71904 0.1 0.0 0.1 0.052
O 7.10406 8.30726 -5.70127 -0.1 0.0 0.1 0.048
H 4.95973 7.60169 -3.45570 0.0 0.0 0.0 0.077
H 4.89248 9.01787 -4.54999 0.0 0.0 -0.1 0.103
H 4.73360 7.36776 -5.21321 0.0 0.0 0.0 0.091
C 1.34473 -8.84964 2.18523 0.0 -0.2 0.0 0.049
N 1.63574 -8.02032 0.98185 -0.1 0.0 0.1 -0.436
O 1.11129 -8.33554 -0.06822 0.0 0.0 0.0 0.061
O 2.36749 -7.06810 1.14082 0.1 0.0 -0.1 0.061
H 0.67358 -9.65045 1.89789 0.0 0.1 0.0 0.072
H 2.29466 -9.22955 2.54933 0.0 0.1 0.0 0.101
H 0.88786 -8.19566 2.92466 0.0 0.0 0.0 0.095
C -4.76681 -2.19235 7.29890 -0.2 0.1 0.0 0.037
N -4.67942 -3.57940 6.77767 0.1 0.0 -0.3 -0.423
O -5.09444 -3.79102 5.65355 -0.1 0.0 0.2 0.057
O -4.16984 -4.42366 7.49021 0.0 0.0 0.0 0.052
H -5.22314 -1.58050 6.53171 0.0 0.0 0.0 0.087
H -5.36107 -2.20135 8.20939 0.1 -0.1 -0.1 0.072
H -3.75515 -1.86250 7.50424 0.0 0.0 0.0 0.090
C -3.02507 0.43004 3.64560 0.0 0.2 0.0 0.039
N -3.27765 0.11660 5.07908 -0.1 -0.1 0.0 -0.435
O -4.08639 0.78590 5.69285 0.0 0.0 0.0 0.056
O -2.66430 -0.81739 5.56193 0.1 0.0 0.0 0.039
H -3.64449 1.27020 3.36328 0.0 0.0 0.0 0.096
H -1.96936 0.65891 3.54636 0.0 -0.1 -0.1 0.101
H -3.27096 -0.45223 3.06641 0.1 -0.1 0.0 0.103
C 5.67567 2.16437 -3.33005 -0.2 0.0 0.0 0.035
N 5.60005 1.03251 -4.29380 -0.1 -0.2 -0.1 -0.442
O 4.97091 1.16303 -5.32634 0.2 0.2 0.1 0.033
O 6.17853 0.01044 -3.97645 0.1 0.0 0.1 0.041
H 5.10331 2.99781 -3.71977 0.0 0.0 -0.1 0.094
H 5.25854 1.81324 -2.38927 0.0 0.0 -0.1 0.084
H 6.72494 2.41919 -3.22959 -0.1 -0.1 0.1 0.072
C 3.87799 7.90595 0.15307 0.1 0.1 0.1 0.054
N 2.85173 7.09138 0.86065 0.1 0.2 0.0 -0.432
O 2.58764 7.37007 2.01012 0.0 -0.1 -0.1 0.082
O 2.34359 6.19765 0.21664 -0.1 -0.1 0.1 0.046
H 4.24192 8.66424 0.83644 0.0 0.0 0.0 0.093
H 4.67023 7.22917 -0.15381 0.0 0.0 0.0 0.104
H 3.39384 8.34182 -0.71682 0.0 -0.1 -0.1 0.091
C 8.37405 3.85215 -6.64501 -0.1 0.1 -0.1 0.060
N 7.61673 4.26895 -5.43400 -0.2 0.1 0.2 -0.424
O 6.77484 5.12701 -5.53983 -0.2 0.2 -0.4 0.074
O 7.88333 3.71974 -4.38833 0.6 -0.2 0.0 0.043
H 8.01539 4.43553 -7.48459 0.0 0.0 0.0 0.097
H 9.42476 4.03906 -6.44536 0.0 0.0 0.0 0.100
H 8.19363 2.79044 -6.78806 0.0 0.0 0.1 0.102
C -6.64694 -1.42819 -3.15673 -0.2 0.0 0.1 0.043
N -6.88936 -2.00219 -4.50764 0.0 0.0 -0.1 -0.454
O -7.98821 -2.46618 -4.74387 0.0 0.0 0.0 0.050
O -5.96422 -1.97450 -5.29123 0.0 0.0 0.0 0.066
H -7.55974 -1.52807 -2.58107 0.0 0.0 0.0 0.093
H -5.82552 -1.97536 -2.70624 0.1 0.1 -0.1 0.085
H -6.37101 -0.38620 -3.28572 0.1 0.0 0.0 0.102
C -2.33505 -8.22273 0.25095 -0.1 0.1 0.0 0.065
N -2.44321 -8.91775 1.56449 0.0 0.1 -0.1 -0.422
O -3.33690 -8.57765 2.31358 0.1 -0.1 -0.1 0.053
O -1.62972 -9.78584 1.80399 -0.1 0.0 0.0 0.056
H -3.12590 -7.48427 0.19220 0.0 0.0 0.0 0.099
H -1.35283 -7.76209 0.19684 0.1 -0.1 0.0 0.081
H -2.43412 -8.98015 -0.52080 0.1 0.0 0.0 0.106
C -3.67349 -1.87750 11.89670 0.1 0.0 -0.1 0.051
N -5.04169 -1.45346 11.49060 0.0 0.0 0.0 -0.443
O -5.32686 -1.53167 10.31301 -0.1 0.1 0.2 0.055
O -5.77908 -1.05830 12.36671 0.0 0.0 0.0 0.072
H -3.14140 -2.20304 11.01051 0.0 0.0 0.0 0.095
H -3.19524 -1.01963 12.35960 0.0 0.0 0.1 0.100
H -3.78718 -2.68461 12.61400 0.0 0.0 0.0 0.100
C -3.27412 3.31500 -4.26263 0.0 0.1 0.1 0.036
N -3.69663 4.18186 -5.39634 0.0 0.1 -0.1 -0.449
O -3.74021 5.38578 -5.22277 0.0 -0.1 0.1 0.047
O -3.97531 3.63378 -6.44525 0.0 0.0 0.1 0.048
H -3.06363 3.94160 -3.40518 0.0 0.0 0.0 0.094
H -4.08975 2.62983 -4.05448 0.0 0.0 0.0 0.099
H -2.39031 2.77041 -4.57402 0.0 -0.1 0.0 0.076
```
Positions in Å, forces in eV/Å.

As for the spin multiplicity: 1. As for the net charge: -1. For the highest occupied orbital energy, the calculation gives -6.89 eV. As for the HOMO-LUMO gap: 7.926 eV.


This record from the OMol25 dataset describes a cluster of 7 separate species, C18H50O7 in total in a non-equilibrium geometry. The level of theory is ωB97M-V/def2-TZVPD.

```
75
Properties=species:S:1:pos:R:3:forces:R:3:lowdin_charge:R:1
O 0.05681 0.25120 0.33099 0.0 0.8 -1.0 -0.068
H -0.07784 0.68048 1.17587 0.1 0.2 0.4 0.002
H 0.20607 -0.66853 0.55020 0.0 -0.7 0.4 -0.019
C -3.31838 0.36183 1.47022 0.7 -0.7 1.5 -0.122
C -3.14142 1.48602 0.50596 -1.4 -0.8 -1.0 -0.481
C -3.73600 1.09715 -0.88552 1.1 1.2 0.5 -0.048
O -3.94273 2.55755 0.99833 -0.7 1.0 -0.6 -0.089
H -3.03814 0.73418 2.45557 0.1 0.0 0.4 0.034
H -2.73186 -0.55301 1.38561 0.4 0.1 -0.6 0.045
H -4.33741 -0.00443 1.59486 -0.3 0.4 -0.5 0.079
H -2.14298 1.90364 0.37632 0.3 -0.7 0.1 0.107
H -3.71179 2.04271 -1.42722 -0.6 0.0 -0.3 0.062
H -4.73577 0.67059 -0.80423 0.1 0.2 0.0 0.080
H -3.07628 0.45620 -1.47037 0.0 -0.3 0.4 0.058
H -3.93292 2.62174 1.95613 0.3 -0.4 0.1 0.067
C 5.43154 1.02769 -2.53723 -0.2 0.7 -0.4 -0.065
C 4.78410 1.24974 -1.18694 -2.2 -0.7 -1.0 -0.512
C 3.35141 0.58864 -1.16136 0.6 0.3 0.1 -0.030
O 5.56588 0.66858 -0.21498 0.8 -0.8 1.6 -0.044
H 5.07608 1.82868 -3.18543 0.1 -0.1 -0.5 0.076
H 5.17995 0.05968 -2.97056 -0.1 0.0 0.1 0.079
H 6.51745 1.08732 -2.46420 0.1 0.1 0.0 0.071
H 4.67343 2.30392 -0.93284 -0.1 0.3 -0.4 0.128
H 2.63417 1.03234 -1.85185 0.3 0.5 -0.1 0.055
H 2.90092 0.63147 -0.16973 0.1 0.0 0.0 0.062
H 3.37036 -0.44824 -1.49693 0.4 -0.2 0.3 0.081
H 6.28239 1.28508 -0.04720 0.2 -0.2 0.2 0.089
C 1.70235 3.78672 1.97232 -0.1 1.0 -0.3 -0.072
C 0.69730 3.44359 3.08991 0.1 -2.0 -1.6 -0.461
C -0.71029 3.94073 2.79638 0.3 0.9 0.6 -0.078
O 0.60833 2.00699 3.01846 0.4 -0.4 -0.3 -0.162
H 1.35606 3.49283 0.98146 -0.4 -0.7 0.2 0.073
H 2.71947 3.40558 2.06343 -0.2 -0.3 0.5 0.070
H 1.81371 4.85699 1.79848 0.0 0.4 0.6 0.064
H 1.08002 3.60426 4.09778 -0.1 1.0 0.0 0.127
H -1.41638 3.59119 3.54962 0.1 0.1 0.3 0.063
H -1.12921 3.59510 1.85131 0.5 0.0 -0.2 0.072
H -0.68105 5.03016 2.81620 -0.4 0.2 -0.1 0.073
H -0.06309 1.73123 3.64675 -0.2 -0.4 0.3 0.045
C 1.02521 -4.12670 2.72170 -0.2 0.9 0.8 -0.085
C 1.11413 -2.58657 2.45086 1.2 0.5 -1.2 -0.460
C 2.47131 -2.02211 1.87201 -0.6 -1.5 0.7 -0.056
O 0.15278 -2.17565 1.47312 0.7 -0.4 -0.3 -0.157
H -0.01804 -4.37295 2.91943 -0.3 0.1 -0.1 0.038
H 1.50098 -4.35739 3.67486 0.4 0.1 0.1 0.058
H 1.36773 -4.87146 2.00329 0.3 0.6 -0.5 0.068
H 0.96080 -1.98591 3.34740 -0.4 -0.5 0.4 0.098
H 3.28740 -2.32121 2.52976 0.1 -0.2 0.1 0.064
H 2.53647 -0.93496 1.82764 -0.5 -0.1 -0.2 0.061
H 2.61782 -2.50884 0.90778 0.2 0.3 -0.2 0.074
H -0.74202 -2.33732 1.78103 -0.7 -0.1 0.6 0.031
C -2.42881 -2.91167 -0.96833 -0.8 0.4 -1.8 -0.062
C -3.31886 -4.05204 -0.44338 2.2 1.2 1.3 -0.497
C -2.41223 -5.15762 0.03999 -0.1 -1.5 -0.3 -0.084
O -4.01407 -3.58384 0.67671 -2.2 0.2 0.3 -0.117
H -1.85641 -2.36033 -0.22235 -0.1 -0.3 0.2 0.058
H -3.02425 -2.19776 -1.53744 -0.5 0.4 0.5 0.064
H -1.76467 -3.18886 -1.78698 0.5 -0.6 0.3 0.073
H -4.09715 -4.39125 -1.12698 0.3 0.1 -0.3 0.136
H -3.01091 -6.06367 0.13355 0.1 -0.3 0.0 0.069
H -2.00472 -4.99671 1.03806 0.0 0.5 -0.1 0.064
H -1.57240 -5.34946 -0.62782 0.0 -0.1 -0.1 0.072
H -3.47218 -3.30808 1.41962 0.7 0.1 0.0 0.039
C -0.00487 0.80865 -5.04693 0.1 0.6 -1.5 -0.091
C 0.12487 1.23562 -3.63291 -0.3 -2.0 1.4 -0.452
C -1.08686 2.06792 -3.16173 0.6 -0.3 0.1 -0.051
O 0.21676 -0.08859 -2.98074 -0.2 0.9 -0.2 -0.081
H -0.08798 1.73687 -5.61227 -0.3 -0.1 -0.6 0.077
H -0.85681 0.15087 -5.21901 -0.4 0.4 0.3 0.086
H 0.80416 0.22386 -5.48464 0.5 0.2 0.5 0.077
H 1.04573 1.77961 -3.42267 0.1 0.1 -0.2 0.121
H -0.98335 2.28433 -2.09845 -0.1 -0.2 0.1 0.071
H -2.02658 1.54834 -3.34899 0.1 -0.1 0.1 0.071
H -1.13297 3.03245 -3.66734 0.1 0.0 -0.2 0.074
H 0.60558 -0.05550 -2.10363 -0.2 0.4 0.4 0.041
```
Positions in Å, forces in eV/Å.

As for the spin multiplicity: 2. As for the net charge: -1. For the highest occupied orbital energy (spin up / spin down), the calculation gives 0.45 / -7.14 eV. As for the HOMO-LUMO gap (spin up / spin down): 2.033 / 9.565 eV. The value obtained for the energy relative to the best compared isomer or geometry (same formula, charge and spin) is 16.3 kcal per mole.


no.,calculated total energy (Eh)
1,-6040.9696
2,-1242.3884